(1)
{"formula": "C3H14N2O2", "method": "ωB97M-V/def2-TZVPD", "homo_ev": -9.29, "multiplicity": 1, "smiles": "NCCCN.O.O", "de_lowest_kcal_mol": 52.3, "gap_ev": 9.99, "symbols": ["N", "C", "C", "C", "N", "H", "H", "H", "H", "H", "H", "H", "H", "H", "H", "H", "H", "O", "H", "H", "O"], "coordinates": [[2.41, 0.65, -2.49], [2.61, 1.03, -1.03], [1.37, 1.01, -0.24], [0.57, -0.27, -0.56], [-0.03, -0.40, 0.79], [1.93, -0.27, -2.67], [3.22, 0.32, -2.90], [3.29, 0.34, -0.60], [2.99, 2.07, -0.99], [0.73, 1.90, -0.35], [1.68, 1.03, 0.77], [-0.19, -0.36, -1.32], [1.28, -1.09, -0.66], [-0.17, -1.35, 1.06], [-0.98, -0.17, 0.78], [-4.35, -0.40, 1.32], [-4.93, -1.16, 0.13], [-4.33, -0.32, 0.29], [-2.47, -1.03, 3.65], [-1.92, -0.59, 2.28], [-2.72, -0.93, 2.74]]}

---

(2)
{"formula": "C22H27N3O2PbS", "method": "ωB97M-V/def2-TZVPD", "homo_ev": [-20.70, -20.71], "multiplicity": 1, "charge": 4, "gap_ev": [4.94, 4.64], "symbols": ["Pb", "O", "C", "C", "C", "C", "C", "C", "C", "C", "N", "H", "H", "H", "H", "H", "H", "H", "H", "H", "H", "H", "C", "C", "C", "C", "N", "C", "C", "C", "C", "C", "C", "N", "H", "H", "H", "H", "H", "H", "H", "H", "O", "S", "C", "C", "C", "C", "H", "H", "H", "H", "H", "H", "H", "H"], "coordinates": [[-0.30, -0.09, 0.23], [2.18, 0.02, -0.29], [2.77, 0.35, -1.59], [2.73, 1.83, -1.91], [1.26, 2.38, -2.09], [0.88, 3.18, -0.92], [1.31, 4.57, -0.84], [0.85, 5.39, 0.17], [0.04, 4.81, 1.13], [-0.25, 3.40, 1.05], [0.14, 2.62, 0.06], [2.78, 0.30, 0.43], [2.23, -0.24, -2.32], [3.81, 0.01, -1.58], [3.27, 1.99, -2.84], [3.26, 2.38, -1.13], [0.55, 1.56, -2.25], [1.23, 3.01, -2.98], [1.95, 4.96, -1.63], [1.11, 6.44, 0.21], [-0.36, 5.39, 1.96], [-0.81, 2.92, 1.86], [-4.82, 0.07, -0.39], [-5.16, -1.27, -0.39], [-4.17, -2.24, -0.28], [-2.84, -1.85, -0.17], [-2.54, -0.54, -0.15], [-3.49, 0.40, -0.27], [-1.72, -2.83, -0.08], [-1.91, -4.20, -0.18], [-0.82, -5.06, -0.14], [0.46, -4.54, 0.00], [0.61, -3.17, 0.10], [-0.47, -2.36, 0.06], [-5.57, 0.85, -0.49], [-6.20, -1.58, -0.49], [-4.44, -3.28, -0.29], [-3.16, 1.44, -0.28], [-2.90, -4.61, -0.31], [-0.97, -6.13, -0.22], [1.34, -5.17, 0.03], [1.58, -2.70, 0.20], [-0.56, 0.12, 2.34], [-1.42, -0.29, 3.61], [-0.74, -1.87, 4.17], [-0.39, -1.68, 5.65], [0.22, -0.28, 5.77], [-0.70, 0.65, 4.99], [0.15, -2.03, 3.55], [-1.48, -2.65, 3.97], [0.31, -2.46, 5.96], [-1.28, -1.78, 6.27], [1.23, -0.26, 5.37], [0.27, 0.04, 6.81], [-0.22, 1.53, 4.56], [-1.57, 0.98, 5.57]]}

---

(3)
{"formula": "C27H50IrOP2", "method": "ωB97M-V/def2-TZVPD", "homo_ev": [-9.42, -10.61], "multiplicity": 5, "charge": 1, "gap_ev": [7.36, 5.68], "s2": 6.0254, "symbols": ["Ir", "C", "C", "C", "C", "C", "C", "H", "H", "H", "C", "H", "H", "H", "C", "H", "H", "H", "C", "H", "H", "H", "C", "H", "H", "H", "C", "C", "C", "C", "C", "C", "C", "C", "H", "H", "H", "H", "H", "H", "H", "H", "H", "H", "H", "H", "P", "C", "C", "P", "C", "C", "C", "H", "H", "H", "H", "H", "H", "H", "H", "H", "H", "H", "H", "H", "H", "C", "C", "C", "C", "O", "H", "H", "H", "H", "H", "H", "H", "H", "H"], "coordinates": [[0.95, 0.59, 0.21], [2.24, 1.39, 2.66], [2.63, 0.86, 1.37], [1.92, 3.12, 1.18], [1.78, 2.70, 2.52], [2.39, 1.99, 0.36], [2.43, 0.68, 3.94], [2.69, -0.37, 3.76], [1.52, 0.70, 4.56], [3.24, 1.12, 4.53], [1.28, 3.57, 3.62], [1.27, 3.02, 4.57], [0.26, 3.93, 3.43], [1.93, 4.45, 3.75], [1.68, 4.46, 0.65], [2.15, 5.22, 1.29], [0.61, 4.68, 0.61], [2.08, 4.56, -0.36], [3.27, 2.14, -0.83], [4.20, 2.67, -0.59], [2.74, 2.71, -1.60], [3.51, 1.16, -1.24], [3.72, -0.15, 1.19], [4.69, 0.34, 1.32], [3.66, -0.60, 0.20], [3.62, -0.94, 1.94], [-0.70, -0.53, 1.38], [0.46, -1.27, 1.68], [0.99, -2.48, 0.99], [1.34, -2.33, -0.52], [1.12, -1.00, -1.17], [-0.05, -0.19, -1.46], [-1.49, -0.29, -1.07], [-1.76, -0.81, 0.36], [0.31, -3.34, 1.15], [0.86, -3.15, -1.10], [1.94, -2.75, 1.50], [-1.98, -1.89, 0.33], [-1.01, 0.15, 2.18], [0.85, -1.08, 2.67], [-2.67, -0.29, 0.71], [-1.91, 0.73, -1.13], [0.10, 0.40, -2.37], [-2.03, -0.89, -1.81], [2.43, -2.53, -0.61], [1.88, -0.81, -1.93], [-1.45, -3.58, -1.11], [-3.14, -4.15, -0.60], [-0.61, -5.23, -1.34], [-0.46, -2.02, -3.64], [-1.82, -3.01, -2.83], [0.43, -3.47, -4.40], [-1.51, -1.60, -5.12], [-3.84, -3.31, -0.71], [-3.10, -4.43, 0.46], [-3.50, -5.00, -1.19], [-1.26, -5.97, -1.82], [-0.34, -5.60, -0.34], [0.32, -5.13, -1.92], [-2.02, -2.50, -5.51], [-0.90, -1.16, -5.92], [-2.26, -0.86, -4.81], [-2.71, -2.35, -2.79], [-2.10, -3.87, -3.47], [1.04, -3.13, -5.25], [-0.28, -4.23, -4.76], [1.09, -3.91, -3.65], [-2.48, 2.52, 2.55], [-1.96, 2.99, 1.19], [-3.00, 2.70, 0.11], [-1.77, 4.51, 1.23], [-0.78, 2.36, 0.89], [-2.68, 1.45, 2.53], [-3.41, 3.05, 2.83], [-1.73, 2.71, 3.33], [-3.93, 3.27, 0.29], [-2.59, 2.99, -0.86], [-3.24, 1.64, 0.07], [-1.03, 4.78, 2.00], [-1.40, 4.85, 0.26], [-2.71, 5.03, 1.46]]}

---

(4)
{"formula": "C48H123BF4N8O8", "method": "ωB97M-V/def2-TZVPD", "homo_ev": -20.09, "multiplicity": 1, "de_lowest_kcal_mol": 0.0, "charge": 6, "gap_ev": 9.20, "symbols": ["C", "C", "C", "N", "C", "C", "C", "C", "C", "H", "H", "H", "H", "H", "H", "H", "H", "H", "H", "H", "H", "H", "H", "H", "H", "H", "H", "C", "C", "C", "N", "C", "C", "C", "C", "C", "H", "H", "H", "H", "H", "H", "H", "H", "H", "H", "H", "H", "H", "H", "H", "H", "H", "H", "C", "N", "C", "C", "C", "C", "O", "H", "H", "H", "H", "H", "H", "H", "H", "H", "H", "H", "H", "H", "H", "C", "N", "C", "C", "C", "C", "O", "H", "H", "H", "H", "H", "H", "H", "H", "H", "H", "H", "H", "H", "H", "C", "N", "C", "C", "C", "C", "O", "H", "H", "H", "H", "H", "H", "H", "H", "H", "H", "H", "H", "H", "H", "C", "N", "C", "C", "C", "C", "O", "H", "H", "H", "H", "H", "H", "H", "H", "H", "H", "H", "H", "H", "H", "C", "N", "C", "C", "C", "C", "O", "H", "H", "H", "H", "H", "H", "H", "H", "H", "H", "H", "H", "H", "H", "C", "N", "C", "C", "C", "C", "O", "H", "H", "H", "H", "H", "H", "H", "H", "H", "H", "H", "H", "H", "H", "B", "F", "F", "F", "F", "C", "C", "O", "O", "H", "H", "H"], "coordinates": [[-11.73, 33.36, -0.94], [-11.65, 34.66, -1.75], [-10.54, 34.63, -2.79], [-10.51, 35.79, -3.74], [-10.59, 37.10, -3.00], [-9.19, 35.76, -4.50], [-9.55, 35.42, -5.93], [-10.95, 35.99, -6.11], [-11.63, 35.75, -4.78], [-12.54, 33.43, -0.21], [-10.85, 33.22, -0.32], [-11.92, 32.48, -1.55], [-11.72, 35.53, -1.09], [-12.56, 34.78, -2.36], [-10.63, 33.73, -3.40], [-9.57, 34.63, -2.29], [-9.87, 37.07, -2.19], [-11.58, 37.11, -2.53], [-10.54, 37.89, -3.74], [-8.69, 36.73, -4.43], [-8.46, 35.10, -4.04], [-8.86, 35.76, -6.70], [-9.55, 34.33, -6.07], [-10.87, 37.07, -6.27], [-11.48, 35.55, -6.95], [-12.47, 36.37, -4.48], [-12.04, 34.73, -4.77], [-15.58, 32.66, -1.27], [-17.10, 32.65, -1.63], [-17.64, 34.07, -1.85], [-18.85, 34.07, -2.76], [-19.94, 33.26, -2.16], [-18.54, 33.76, -4.19], [-19.35, 34.75, -5.04], [-20.10, 35.66, -4.08], [-19.32, 35.54, -2.77], [-15.47, 33.02, -0.24], [-15.03, 33.22, -2.02], [-15.17, 31.64, -1.25], [-17.61, 32.08, -0.86], [-17.19, 32.15, -2.59], [-16.89, 34.73, -2.27], [-17.99, 34.51, -0.91], [-20.15, 33.69, -1.19], [-19.61, 32.23, -2.19], [-20.84, 33.31, -2.76], [-18.78, 32.71, -4.38], [-17.48, 33.79, -4.44], [-19.99, 34.20, -5.73], [-18.67, 35.26, -5.73], [-21.12, 35.30, -3.93], [-20.16, 36.71, -4.34], [-19.89, 35.65, -1.86], [-18.44, 36.17, -2.85], [-9.77, 28.48, -2.85], [-10.24, 28.11, -1.49], [-10.26, 29.31, -0.58], [-11.64, 27.58, -1.51], [-9.37, 27.01, -0.90], [-7.93, 27.37, -0.65], [-7.93, 28.18, 0.53], [-9.77, 27.57, -3.45], [-8.79, 28.95, -2.80], [-10.46, 29.25, -3.20], [-9.30, 29.78, -0.67], [-10.59, 29.01, 0.40], [-11.06, 29.99, -0.89], [-12.26, 28.37, -1.92], [-11.88, 27.26, -0.51], [-11.63, 26.72, -2.17], [-9.40, 26.29, -1.72], [-9.87, 26.59, -0.05], [-7.48, 27.82, -1.55], [-7.24, 26.55, -0.46], [-7.04, 28.14, 0.92], [-8.39, 29.12, 5.94], [-9.33, 29.46, 4.86], [-8.68, 30.36, 3.89], [-9.70, 28.19, 4.17], [-10.66, 30.03, 5.35], [-10.58, 31.43, 5.92], [-9.94, 31.50, 7.18], [-7.42, 28.86, 5.54], [-8.75, 28.27, 6.52], [-8.25, 29.99, 6.57], [-8.17, 31.16, 4.44], [-9.47, 30.81, 3.29], [-7.86, 29.81, 3.44], [-8.83, 27.55, 4.07], [-10.22, 28.40, 3.25], [-10.33, 27.66, 4.89], [-10.97, 29.33, 6.11], [-11.29, 30.07, 4.46], [-11.64, 31.66, 6.10], [-10.22, 32.22, 5.26], [-9.08, 31.92, 7.09], [-5.34, 36.88, 1.12], [-6.67, 36.21, 1.42], [-6.54, 35.73, 2.83], [-7.70, 37.25, 1.33], [-6.86, 35.12, 0.45], [-8.15, 34.31, 0.50], [-8.33, 33.70, 1.77], [-5.19, 37.74, 1.75], [-5.39, 37.18, 0.07], [-4.62, 36.07, 1.14], [-6.00, 34.80, 2.86], [-7.54, 35.51, 3.18], [-6.13, 36.53, 3.44], [-7.64, 37.89, 2.21], [-8.67, 36.78, 1.27], [-7.49, 37.85, 0.45], [-5.97, 34.49, 0.36], [-6.82, 35.64, -0.52], [-8.04, 33.49, -0.23], [-9.01, 34.91, 0.18], [-9.23, 33.27, 1.80], [-10.53, 34.96, 4.66], [-10.62, 36.23, 5.43], [-9.53, 37.12, 5.06], [-11.96, 36.83, 5.16], [-10.52, 35.86, 6.91], [-10.26, 37.02, 7.81], [-11.37, 37.91, 7.89], [-11.28, 34.34, 5.14], [-9.59, 34.42, 4.81], [-10.73, 35.10, 3.60], [-9.58, 37.11, 3.97], [-8.55, 36.73, 5.31], [-9.67, 38.15, 5.37], [-12.07, 36.99, 4.09], [-12.07, 37.75, 5.73], [-12.65, 36.05, 5.46], [-9.68, 35.15, 6.97], [-11.40, 35.26, 7.12], [-9.41, 37.65, 7.51], [-10.01, 36.58, 8.77], [-11.63, 37.95, 8.82], [-15.75, 27.40, -1.18], [-16.41, 27.20, 0.13], [-17.66, 27.99, 0.25], [-16.76, 25.75, 0.17], [-15.41, 27.48, 1.22], [-14.85, 28.88, 1.32], [-13.73, 29.01, 0.40], [-14.76, 26.96, -1.13], [-15.62, 28.41, -1.54], [-16.35, 26.86, -1.92], [-17.36, 29.03, 0.35], [-18.07, 27.74, 1.23], [-18.37, 27.79, -0.53], [-16.95, 25.43, 1.19], [-15.92, 25.18, -0.21], [-17.60, 25.54, -0.48], [-14.59, 26.78, 1.07], [-15.88, 27.10, 2.14], [-14.43, 29.04, 2.33], [-15.55, 29.71, 1.17], [-13.21, 29.82, 0.69], [-17.58, 35.58, 6.89], [-17.27, 36.42, 5.70], [-18.54, 36.79, 5.07], [-16.62, 37.67, 6.15], [-16.47, 35.54, 4.76], [-16.33, 36.09, 3.36], [-15.73, 37.40, 3.35], [-18.16, 36.17, 7.59], [-16.65, 35.25, 7.35], [-18.10, 34.67, 6.61], [-19.11, 37.40, 5.77], [-19.08, 35.88, 4.84], [-18.40, 37.43, 4.20], [-15.57, 37.53, 6.39], [-17.15, 38.07, 7.01], [-16.64, 38.36, 5.32], [-17.13, 34.68, 4.64], [-15.57, 35.31, 5.33], [-17.28, 36.07, 2.84], [-15.61, 35.46, 2.83], [-14.78, 37.23, 3.39], [-13.93, 32.83, 7.00], [-13.90, 31.46, 6.73], [-13.73, 33.55, 5.76], [-15.17, 33.27, 7.49], [-12.86, 33.12, 7.87], [-13.39, 32.55, 2.68], [-12.09, 32.06, 2.06], [-12.09, 30.89, 1.51], [-11.02, 32.73, 2.31], [-14.00, 33.10, 1.95], [-13.30, 33.30, 3.46], [-13.97, 31.71, 3.07]]}

---

(5)
{"formula": "C3H9NO4", "method": "ωB97M-V/def2-TZVPD", "homo_ev": -9.71, "multiplicity": 1, "smiles": "O=C(O)NCCO.O", "de_lowest_kcal_mol": 1.2, "gap_ev": 10.31, "symbols": ["C", "C", "O", "N", "C", "O", "O", "H", "H", "H", "H", "H", "H", "H", "H", "H", "O"], "coordinates": [[0.07, -1.18, 0.47], [-1.29, -0.83, -0.14], [-1.98, 0.14, 0.64], [1.08, -0.18, 0.25], [1.71, -0.04, -0.93], [1.54, -1.16, -1.70], [2.40, 0.87, -1.30], [-0.09, -1.29, 1.55], [0.39, -2.15, 0.14], [-1.17, -0.33, -1.10], [-1.86, -1.75, -0.22], [-2.36, -0.24, 1.44], [0.99, 0.58, 0.91], [2.14, -1.05, -2.45], [-0.30, 3.55, 1.29], [-1.00, 2.24, 0.45], [-0.28, 2.82, 0.69]]}